Computed, not measured: C29H26ClIMnN4O5S as an isolated structure, with ωB97M-V/def2-TZVPD.

Output
HOMO-LUMO gap (alpha / beta) = 5.763 / 6.988 eV
E = -109467.7954 eV
Charge = +1
F_max = 0.6 eV Å⁻¹
Relative energy (zero: lowest compared OMol25 entry of this formula, charge and spin) = 12.0 kcal/mol
Multiplicity = 5

Last column: natural (NBO) charge in e.
CARTESIAN COORDINATES (ANGSTROEM)
Mn  -0.31  -0.30  -0.30  1.575
C  -4.53  -0.45  -1.40  -0.647
C  -4.22  -0.03  0.00  0.210
N  -5.15  0.56  0.72  -0.362
C  -4.88  0.96  1.97  0.020
C  -3.66  0.78  2.58  -0.025
C  -3.38  1.32  3.95  -0.096
O  -2.22  2.15  3.96  -0.715
C  -2.65  0.15  1.84  -0.181
C  -1.35  -0.06  2.42  0.242
N  -0.27  -0.36  1.79  -0.601
C  0.91  -0.61  2.56  0.160
C  0.84  -1.19  3.83  -0.223
C  1.99  -1.34  4.59  -0.178
C  3.21  -0.91  4.11  -0.179
C  3.31  -0.38  2.84  -0.212
C  2.16  -0.26  2.06  -0.209
I  2.32  0.42  0.10  0.417
C  -2.93  -0.26  0.53  0.329
O  -2.02  -0.87  -0.22  -0.699
H  -5.55  -0.15  -1.64  0.248
H  -4.43  -1.53  -1.51  0.227
H  -3.84  0.01  -2.10  0.224
H  -5.68  1.47  2.49  0.207
H  -3.17  0.52  4.67  0.192
H  -4.26  1.85  4.33  0.196
H  -2.37  2.90  3.37  0.480
H  -1.28  0.05  3.50  0.222
H  -0.11  -1.55  4.20  0.229
H  1.92  -1.80  5.57  0.238
H  4.10  -1.00  4.72  0.239
H  4.26  -0.05  2.44  0.241
C  3.17  2.80  -3.61  -0.630
C  2.87  3.24  -2.20  -0.070
C  3.87  3.39  -1.25  -0.221
C  3.56  3.77  0.05  -0.060
Cl  4.83  3.83  1.24  0.006
C  2.27  4.06  0.41  -0.227
C  1.25  3.92  -0.53  -0.307
C  1.55  3.50  -1.82  0.356
O  0.60  3.30  -2.78  -0.492
C  -0.75  3.23  -2.37  -0.168
C  -1.00  2.11  -1.38  0.756
O  -1.68  2.26  -0.38  -0.632
O  -0.39  0.99  -1.68  -0.808
H  4.24  2.65  -3.75  0.221
H  2.82  3.55  -4.32  0.237
H  2.64  1.87  -3.85  0.224
H  4.90  3.18  -1.52  0.234
H  2.04  4.37  1.42  0.236
H  0.23  4.14  -0.23  0.236
H  -1.31  3.02  -3.28  0.230
H  -1.10  4.17  -1.94  0.204
N  0.71  -6.28  -4.04  -0.750
C  0.86  -6.16  -2.72  0.065
S  1.21  -7.42  -1.72  -0.066
C  0.65  -4.78  -2.20  -0.043
C  -0.35  -3.96  -2.68  -0.188
C  -0.53  -2.70  -2.13  0.061
N  0.25  -2.22  -1.16  -0.582
C  1.23  -3.02  -0.69  0.058
C  1.45  -4.29  -1.17  -0.195
H  0.81  -7.20  -4.45  0.423
H  0.62  -5.50  -4.66  0.400
H  -1.04  -4.27  -3.46  0.234
H  -1.34  -2.06  -2.46  0.220
H  1.85  -2.62  0.10  0.209
H  2.22  -4.92  -0.74  0.261

=====

Computed, not measured: C29H26CoN8O3S as an isolated structure, with ωB97M-V/def2-TZVPD.

Output
HOMO-LUMO gap (alpha / beta) = 6.416 / 6.417 eV
E = -97014.3894 eV
Charge = +1
F_max = 0.8 eV Å⁻¹
Relative energy (zero: lowest compared OMol25 entry of this formula, charge and spin) = 9.3 kcal/mol

Last column: natural (NBO) charge in e.
CARTESIAN COORDINATES (ANGSTROEM)
Co  0.35  0.13  0.19  1.229
N  -2.19  6.33  5.28  -0.779
C  -1.74  5.14  4.80  0.217
C  -2.45  4.47  3.79  -0.269
C  -2.00  3.26  3.31  -0.165
C  -0.83  2.71  3.81  -0.380
C  -0.10  3.37  4.80  -0.132
C  -0.56  4.57  5.29  -0.283
S  -0.29  1.16  3.25  2.334
O  0.95  0.82  3.89  -0.936
O  -1.38  0.23  3.26  -0.947
N  0.05  1.37  1.62  -0.969
C  1.12  2.14  1.21  0.577
N  1.70  3.14  1.84  -0.454
C  2.74  3.67  1.19  0.143
C  3.21  3.21  -0.04  -0.332
C  2.54  2.14  -0.61  0.129
N  1.48  1.64  0.02  -0.471
H  -3.07  6.71  4.98  0.398
H  -1.72  6.79  6.05  0.399
H  -3.37  4.90  3.40  0.216
H  -2.56  2.74  2.55  0.219
H  0.81  2.93  5.17  0.247
H  -0.01  5.08  6.07  0.220
H  3.23  4.50  1.69  0.219
H  4.05  3.66  -0.53  0.250
H  2.82  1.70  -1.55  0.230
N  2.05  -7.08  -6.74  -0.261
C  1.90  -6.23  -5.97  0.257
C  1.70  -5.17  -5.01  -0.152
C  2.17  -3.89  -5.29  -0.169
C  1.97  -2.88  -4.37  -0.141
C  1.32  -3.14  -3.17  -0.098
C  0.86  -4.43  -2.89  -0.191
C  1.05  -5.44  -3.81  -0.153
C  1.10  -2.05  -2.18  0.239
C  1.83  -2.07  -1.00  -0.017
C  2.83  -2.98  -0.57  -0.159
C  3.25  -2.56  0.67  -0.297
C  2.52  -1.40  0.98  0.050
N  1.70  -1.09  -0.02  -0.401
C  0.20  -1.03  -2.48  -0.024
C  -0.56  -0.84  -3.66  -0.184
C  -1.24  0.36  -3.51  -0.311
C  -0.90  0.85  -2.25  -0.005
N  -0.06  0.03  -1.63  -0.454
H  2.68  -3.69  -6.22  0.241
H  2.33  -1.88  -4.58  0.222
H  0.36  -4.63  -1.95  0.226
H  0.69  -6.44  -3.61  0.240
H  3.18  -3.83  -1.13  0.242
H  4.00  -3.02  1.30  0.245
H  2.56  -0.79  1.88  0.237
H  -0.56  -1.49  -4.52  0.240
H  -1.89  0.84  -4.23  0.241
H  -1.21  1.79  -1.79  0.217
C  -4.22  -2.04  -0.16  -0.406
N  -3.06  -1.25  0.26  -0.359
C  -3.25  0.17  0.57  -0.440
C  -1.89  -1.82  0.34  0.582
O  -0.79  -1.30  0.64  -0.672
H  -5.11  -1.67  0.34  0.223
H  -4.07  -3.08  0.12  0.222
H  -4.36  -1.98  -1.24  0.215
H  -4.32  0.37  0.60  0.223
H  -2.81  0.79  -0.21  0.206
H  -2.80  0.40  1.53  0.261
H  -1.90  -2.90  0.18  0.155

=====

Computed, not measured: C29H26F5IN2O4PRuS3 as an isolated structure in a non-equilibrium geometry, with ωB97M-V/def2-TZVPD.

Output
HOMO-LUMO gap (alpha / beta) = 7.008 / 6.038 eV
E = -107725.6807 eV
Charge = +1
F_max = 1.2 eV Å⁻¹
Relative energy (zero: lowest compared OMol25 entry of this formula, charge and spin) = 0.0 kcal/mol
Multiplicity = 5

Last column: Löwdin spin population.
CARTESIAN COORDINATES (ANGSTROEM)
Ru  1.76  0.21  0.06  2.382
F  -0.10  -1.60  6.19  0.004
C  -0.13  -1.01  5.00  0.013
C  0.44  -1.63  3.90  -0.001
F  1.00  -2.83  4.03  -0.001
C  0.41  -1.00  2.68  0.016
F  0.95  -1.64  1.62  0.052
C  -0.16  0.25  2.50  0.025
S  -0.14  1.11  0.96  0.236
C  -0.75  0.84  3.61  0.014
F  -1.34  2.03  3.50  0.005
C  -0.74  0.23  4.85  -0.002
F  -1.29  0.82  5.90  -0.002
C  -0.43  0.24  -3.68  -0.003
C  0.44  -0.43  -4.51  0.020
C  1.65  -0.89  -4.01  -0.001
C  1.96  -0.67  -2.68  0.015
N  1.09  -0.02  -1.86  0.005
C  -0.07  0.43  -2.36  0.021
C  3.23  -1.13  -2.05  0.006
C  4.37  -1.45  -2.76  0.001
C  5.50  -1.84  -2.06  0.006
C  5.44  -1.97  -0.69  0.001
C  4.26  -1.65  -0.04  0.009
N  3.19  -1.20  -0.71  0.019
H  -1.39  0.61  -4.03  0.000
H  0.18  -0.60  -5.55  0.001
H  2.34  -1.44  -4.64  0.000
H  -0.72  0.93  -1.66  0.002
H  4.39  -1.37  -3.84  0.000
H  6.42  -2.05  -2.59  0.000
H  6.29  -2.30  -0.11  0.000
H  4.16  -1.73  1.03  0.000
C  -4.74  2.03  -3.12  0.002
C  -4.04  1.74  -1.81  0.000
C  -4.06  2.91  -0.85  0.000
O  -4.73  0.64  -1.14  0.004
P  -4.17  -0.84  -1.14  0.002
S  -3.73  -1.54  -2.94  0.502
S  -2.38  -1.00  -0.34  0.471
O  -5.23  -1.63  -0.32  0.002
C  -6.70  -1.54  -0.37  0.000
C  -7.17  -0.41  0.52  0.000
C  -7.20  -1.44  -1.80  0.006
H  -4.32  2.94  -3.56  0.000
H  -5.80  2.19  -2.95  0.000
H  -4.61  1.21  -3.83  0.003
H  -3.01  1.42  -1.99  -0.001
H  -5.09  3.19  -0.62  0.000
H  -3.55  3.76  -1.29  0.000
H  -3.56  2.64  0.09  0.000
H  -7.00  -2.49  0.06  0.000
H  -6.90  0.56  0.10  0.000
H  -6.72  -0.50  1.51  0.000
H  -8.25  -0.46  0.63  0.000
H  -6.83  -0.53  -2.28  0.002
H  -8.29  -1.39  -1.79  0.000
H  -6.90  -2.30  -2.38  0.003
I  9.34  0.79  4.42  0.001
C  7.51  0.92  3.45  0.002
C  7.44  1.57  2.22  0.000
C  6.23  1.62  1.55  0.002
C  5.10  1.03  2.11  0.002
C  5.17  0.40  3.34  0.003
C  6.38  0.35  4.02  0.000
C  3.84  1.02  1.34  0.014
O  3.76  1.48  0.18  0.113
O  2.79  0.43  1.84  0.026
H  8.32  2.03  1.79  0.000
H  6.14  2.11  0.59  0.001
H  4.29  -0.06  3.77  0.000
H  6.45  -0.14  4.98  0.000

=====

Computed, not measured: C29H26I2NOPS8Sm as an isolated structure, with ωB97M-V/def2-TZVPD.

Output
HOMO-LUMO gap (alpha / beta) = 6.146 / 6.159 eV
E = -164115.3792 eV
Charge = -1
F_max = 0.8 eV Å⁻¹
Relative energy (zero: lowest compared OMol25 entry of this formula, charge and spin) = 0.0 kcal/mol
Multiplicity = 6

Last column: natural (NBO) charge in e.
CARTESIAN COORDINATES (ANGSTROEM)
Sm  -1.65  0.50  -0.91  1.201
S  -4.25  7.63  0.37  -0.145
C  -3.71  6.12  0.02  -0.569
S  -4.70  4.70  0.11  0.465
C  -3.49  3.51  -0.38  -0.397
C  -2.28  4.02  -0.68  -0.420
S  -0.83  3.14  -1.11  -0.430
S  -2.11  5.76  -0.54  0.452
S  -4.01  1.85  -0.34  -0.333
S  -3.77  -3.81  -1.42  -0.163
C  -2.91  -2.41  -1.24  -0.515
S  -2.43  -1.47  -2.62  -0.287
S  -2.39  -1.84  0.31  -0.288
C  -2.33  1.39  3.21  -0.615
C  -1.58  2.41  2.35  -0.250
C  -1.61  3.81  2.96  -0.609
C  -0.14  1.97  2.04  -0.087
C  0.71  1.76  3.30  -0.092
O  0.87  0.34  3.37  -0.491
C  0.41  -0.17  2.21  0.608
N  -0.11  0.65  1.38  -0.549
C  0.63  -1.62  2.09  -0.134
C  0.72  -2.34  3.28  -0.149
C  1.00  -3.69  3.28  -0.215
C  1.26  -4.32  2.08  -0.200
C  1.18  -3.62  0.89  -0.152
C  0.82  -2.27  0.86  -0.270
P  0.65  -1.35  -0.72  0.899
C  0.71  -2.65  -2.00  -0.352
C  1.51  -2.48  -3.13  -0.242
C  1.44  -3.39  -4.18  -0.166
C  0.58  -4.47  -4.11  -0.224
C  -0.23  -4.64  -3.00  -0.191
C  -0.17  -3.73  -1.95  -0.194
C  2.38  -0.70  -0.76  -0.344
C  3.49  -1.54  -0.81  -0.191
C  4.77  -1.00  -0.75  -0.218
C  4.95  0.37  -0.63  -0.225
C  3.85  1.21  -0.59  -0.153
C  2.57  0.68  -0.65  -0.222
H  -3.35  1.75  3.37  0.226
H  -1.87  1.25  4.19  0.188
H  -2.40  0.43  2.71  0.228
H  -2.10  2.46  1.40  0.249
H  -1.19  3.82  3.97  0.189
H  -2.64  4.17  3.01  0.226
H  -1.03  4.50  2.34  0.217
H  0.30  2.71  1.38  0.238
H  0.21  2.10  4.21  0.194
H  1.69  2.22  3.24  0.186
H  0.56  -1.82  4.22  0.228
H  1.04  -4.24  4.21  0.213
H  1.52  -5.37  2.06  0.212
H  1.39  -4.13  -0.03  0.219
H  2.18  -1.64  -3.19  0.213
H  2.07  -3.24  -5.05  0.200
H  0.53  -5.18  -4.93  0.207
H  -0.93  -5.46  -2.95  0.224
H  -0.85  -3.85  -1.12  0.248
H  3.35  -2.61  -0.91  0.221
H  5.64  -1.66  -0.79  0.210
H  5.95  0.78  -0.58  0.209
H  3.98  2.28  -0.50  0.207
H  1.70  1.33  -0.62  0.234
I  -3.08  1.86  -3.97  0.280
C  -1.06  2.43  -4.36  -0.698
I  0.35  0.92  -3.74  0.224
H  -0.84  3.30  -3.75  0.247
H  -0.93  2.60  -5.42  0.218